1.
{
  "formula": "C4H9NO3S",
  "method": "the ωB97M-V functional and the def2-TZVPD basis",
  "spin_multiplicity": 2,
  "charge": 1,
  "homo_ev": [-14.86, -14.45],
  "elements": ["O", "C", "N", "C", "C", "S", "C", "O", "H", "H", "H", "H", "H", "H", "H", "H", "H", "O"],
  "positions_angstrom": [[1.222, 1.238, 1.927], [1.587, 1.313, 0.775], [1.095, 0.390, -0.171], [0.351, -0.800, 0.274], [-1.142, -0.612, -0.037], [-2.097, -2.110, 0.350], [0.892, -2.001, -0.491], [1.382, -1.877, -1.583], [2.143, 2.135, 0.409], [1.380, 0.406, -1.112], [0.466, -0.990, 1.336], [-1.271, -0.313, -1.060], [-1.545, 0.265, 0.549], [-2.390, -2.547, -0.878], [0.827, -2.991, -0.008], [-1.195, 3.467, 0.301], [-0.563, 2.166, -0.134], [-1.142, 2.862, -0.448]],
  "mulliken_spin": [0.053, -0.019, 0.124, 0.051, 0.028, 0.626, -0.004, 0.084, -0.001, -0.006, -0.003, -0.006, 0.039, -0.010, 0.042, 0.000, -0.001, 0.004]
}


2.
{
  "formula": "C2H4O3P",
  "method": "the ωB97M-V functional and the def2-TZVPD basis",
  "charge": -1,
  "smiles": "O=C(O)CP[O-]",
  "e_above_lowest_ev": 1.750,
  "homo_ev": -3.06,
  "elements": ["O", "C", "O", "C", "P", "O", "H", "H", "H", "H"],
  "positions_angstrom": [[-2.621, 0.106, -0.973], [-1.745, 0.392, -0.238], [-1.842, 1.515, 0.480], [-0.544, -0.410, -0.007], [0.928, 0.777, -0.687], [0.931, 1.808, 0.386], [-0.955, 1.703, 0.883], [-0.604, -1.325, -0.613], [0.036, -0.524, 0.953], [2.079, -0.349, -0.509]],
  "nbo_charge": [-0.635, 0.766, -0.718, -0.882, 0.942, -1.225, 0.513, 0.225, 0.247, -0.233]
}